(1)
Entry from the Open Molecules 2025 dataset: a 2-piece molecular cluster, CH5OPS overall (wB97M-V/def2-TZVPD).

Geometry as ORCA input:
```
! RIJCOSX wB97M-V def2-TZVPD def2/J DEFGRID3
* xyz 0 1
C 0.94 -0.99 0.15
O 0.57 1.54 -0.57
P 0.25 0.59 0.79
S -3.12 -0.50 0.29
H 0.31 -1.81 0.43
H 1.93 -1.24 0.59
H 1.06 -0.81 -0.91
H 0.71 2.50 -0.73
H -2.64 0.72 -0.04
*
```

The relative energy (zero: lowest compared OMol25 entry of this formula, charge and spin) comes out at 3.023 eV. The electronic energy is -23287.21442 eV.

---

(2)
Entry from the Open Molecules 2025 dataset: a 4-piece molecular cluster, C10H28O4 overall (wB97M-V/def2-TZVPD).

Geometry as ORCA input:
```
! RIJCOSX wB97M-V def2-TZVPD def2/J DEFGRID3
* xyz 1 2
C -2.40 3.64 1.59
C -2.73 2.20 2.06
C -2.53 1.21 0.89
O -1.95 1.71 3.15
H -2.78 4.38 2.29
H -2.86 3.81 0.61
H -1.34 3.89 1.50
H -3.78 2.28 2.33
H -1.48 1.42 0.67
H -3.16 1.44 0.03
H -2.49 0.14 1.13
H -1.13 1.35 2.80
C 2.95 -2.37 0.38
C 2.03 -1.69 -0.68
C 1.75 -2.64 -1.80
O 0.80 -1.32 -0.14
H 3.72 -2.90 -0.18
H 2.40 -3.20 0.82
H 3.36 -1.67 1.11
H 2.55 -0.79 -1.00
H 2.69 -2.95 -2.26
H 1.18 -2.30 -2.67
H 1.42 -3.63 -1.48
H 0.40 -2.12 0.20
C 2.93 1.84 1.24
C 1.41 2.07 1.32
O 0.74 0.90 1.78
H 3.06 0.87 0.76
H 3.40 1.64 2.21
H 3.38 2.74 0.81
H 1.04 2.17 0.30
H 1.13 2.95 1.90
H 0.78 0.11 1.23
C -1.90 -2.07 -3.45
C -1.68 -1.68 -2.01
O -1.07 -0.39 -1.88
H -2.35 -3.06 -3.56
H -0.90 -2.14 -3.87
H -2.49 -1.36 -4.03
H -1.01 -2.46 -1.63
H -2.58 -1.69 -1.40
H -0.53 -0.34 -1.09
*
```

The relative energy (zero: lowest compared OMol25 entry of this formula, charge and spin) comes out at 0.338 eV. The electronic energy is -19003.29246 eV.

---

(3)
Entry from the Open Molecules 2025 dataset: a 11-piece molecular cluster, H22O11 overall (wB97M-V/def2-TZVPD).

Geometry as ORCA input:
```
! RIJCOSX wB97M-V def2-TZVPD def2/J DEFGRID3
* xyz 0 1
O -0.33 -0.11 0.44
H -0.81 0.73 0.39
H 0.47 0.05 -0.08
O 3.99 -0.58 1.53
H 3.42 -1.20 1.06
H 4.70 -1.13 1.88
O 4.34 -0.06 -2.11
H 4.14 -0.32 -3.02
H 3.95 -0.76 -1.57
O -3.39 2.19 -0.27
H -2.49 1.86 -0.21
H -3.72 1.82 -1.10
O 0.44 2.35 1.25
H 1.32 2.24 1.61
H -0.09 1.69 1.71
O 2.13 2.21 0.04
H 2.67 2.70 -0.59
H 1.73 1.51 -0.50
O -1.74 -1.68 -2.54
H -2.30 -1.08 -3.03
H -1.16 -2.06 -3.20
O -0.07 -2.59 3.46
H -0.76 -2.40 2.82
H 0.07 -3.54 3.37
O -0.71 4.59 0.26
H 0.02 4.66 -0.37
H -1.50 4.60 -0.30
O -0.36 -4.27 -0.65
H -0.13 -4.77 -1.44
H -1.00 -3.62 -0.96
O -4.13 -0.65 0.65
H -4.56 -1.00 1.44
H -4.17 -1.39 0.03
*
```

As for the SMILES: O.O.O.O.O.O.O.O.O.O.O. The relative energy (zero: lowest compared OMol25 entry of this formula, charge and spin) comes out at 4.068 eV. The electronic energy is -22877.44572 eV.

---

(4)
Entry from the Open Molecules 2025 dataset: a 15-piece molecular cluster, C49H137N11O15 overall (wB97M-V/def2-TZVPD).

Geometry as ORCA input:
```
! RIJCOSX wB97M-V def2-TZVPD def2/J DEFGRID3
* xyz 0 1
C 0.56 -5.07 7.73
C 0.67 -4.18 6.52
C -0.03 -4.81 5.23
O 0.47 -4.24 4.05
C 1.38 -4.96 3.23
N 0.24 -2.77 6.73
H 1.26 -4.84 8.54
H 0.71 -6.09 7.43
H -0.37 -5.07 8.24
H 1.73 -4.08 6.26
H -1.10 -4.55 5.35
H 0.09 -5.91 5.13
H 1.11 -6.06 3.26
H 2.39 -4.84 3.73
H 1.54 -4.52 2.22
H 0.43 -2.25 5.91
H 0.93 -2.37 7.42
C 4.09 3.23 -2.34
C 3.56 3.17 -0.91
C 4.65 3.45 0.04
O 4.22 3.10 1.35
C 5.44 3.26 2.18
N 2.36 3.87 -0.52
H 5.12 2.86 -2.47
H 4.04 4.23 -2.73
H 3.52 2.67 -3.08
H 3.43 2.11 -0.67
H 4.93 4.58 0.12
H 5.48 2.82 -0.23
H 5.87 4.25 1.98
H 6.15 2.41 2.01
H 5.17 3.15 3.24
H 2.44 4.86 -0.53
H 1.57 3.53 -1.01
C -8.00 -3.37 -0.02
C -6.68 -2.94 0.43
C -5.62 -2.86 -0.71
O -5.39 -4.15 -1.30
C -4.58 -4.17 -2.46
N -6.78 -1.74 1.24
H -8.63 -2.59 -0.57
H -8.67 -3.68 0.80
H -7.99 -4.26 -0.67
H -6.25 -3.70 1.09
H -4.60 -2.53 -0.40
H -6.00 -2.24 -1.49
H -3.58 -3.71 -2.30
H -5.06 -3.72 -3.32
H -4.43 -5.23 -2.57
H -5.89 -1.49 1.65
H -7.26 -1.01 0.78
C -0.92 7.60 0.13
C -2.32 7.41 0.69
C -3.29 8.40 0.04
O -4.58 8.13 0.41
C -5.47 9.02 -0.16
N -2.86 6.09 0.31
H -0.87 7.28 -0.94
H -0.30 6.87 0.67
H -0.49 8.57 0.16
H -2.32 7.59 1.79
H -3.18 8.24 -1.08
H -3.03 9.41 0.38
H -6.47 8.76 0.21
H -5.43 8.96 -1.23
H -5.24 10.08 0.07
H -3.81 6.17 0.53
H -2.58 5.36 0.93
C 4.76 -4.15 -1.59
C 5.66 -3.62 -2.66
C 6.40 -2.38 -2.25
O 5.41 -1.48 -1.63
C 5.66 -0.11 -1.57
N 6.57 -4.64 -3.26
H 3.88 -3.43 -1.57
H 5.22 -4.23 -0.62
H 4.40 -5.13 -1.79
H 4.98 -3.37 -3.49
H 6.86 -1.88 -3.12
H 7.22 -2.65 -1.46
H 5.77 0.27 -2.58
H 6.55 0.22 -1.04
H 4.78 0.31 -1.18
H 6.51 -4.65 -4.30
H 6.17 -5.49 -2.93
C 2.97 0.34 6.29
C 3.33 0.81 4.91
C 3.93 -0.31 4.07
O 5.07 -0.91 4.69
C 5.65 -2.08 4.15
N 2.22 1.39 4.20
H 2.03 -0.22 6.17
H 2.81 1.13 7.00
H 3.66 -0.43 6.72
H 4.05 1.63 4.98
H 4.19 0.06 3.08
H 3.11 -0.98 3.98
H 6.35 -1.83 3.39
H 4.83 -2.72 3.92
H 6.20 -2.57 4.96
H 1.84 2.23 4.69
H 1.44 0.79 4.24
C -3.60 3.37 3.74
C -2.15 3.93 3.64
C -1.25 3.20 4.69
O -0.01 3.77 4.93
C 0.19 4.68 6.00
N -1.81 3.72 2.22
H -3.90 3.12 4.81
H -3.80 2.40 3.24
H -4.25 4.17 3.39
H -2.14 4.97 3.95
H -1.06 2.19 4.35
H -1.80 3.11 5.67
H 0.35 4.14 6.96
H -0.57 5.45 6.15
H 1.20 5.07 5.92
H -0.85 3.82 1.96
H -2.09 2.75 1.92
C 2.90 0.09 -5.23
C 2.61 1.42 -6.05
C 1.51 2.29 -5.51
O 0.36 1.55 -5.23
C -0.82 2.23 -4.96
N 3.80 2.24 -6.19
H 3.82 -0.43 -5.65
H 2.02 -0.54 -5.07
H 3.05 0.44 -4.20
H 2.23 1.21 -7.04
H 1.25 3.13 -6.16
H 1.82 2.80 -4.61
H -1.58 1.44 -4.94
H -1.06 2.94 -5.71
H -0.82 2.69 -3.93
H 4.43 1.97 -6.91
H 4.36 2.23 -5.34
C -2.58 -6.33 1.31
C -2.13 -4.98 0.69
C -2.06 -3.90 1.79
O -3.31 -3.15 1.70
C -3.29 -2.21 2.75
N -0.91 -5.11 -0.15
H -1.77 -6.79 1.93
H -3.02 -7.11 0.67
H -3.40 -6.06 2.06
H -2.98 -4.61 0.09
H -1.20 -3.18 1.60
H -1.91 -4.27 2.76
H -2.33 -1.72 2.73
H -3.47 -2.71 3.74
H -4.12 -1.54 2.58
H -1.00 -6.01 -0.67
H -0.80 -4.30 -0.70
C -3.95 -2.66 -6.83
C -3.52 -1.30 -6.26
C -2.33 -0.76 -6.97
O -1.15 -1.54 -6.55
C -0.09 -1.10 -7.42
N -4.55 -0.27 -6.28
H -5.01 -2.81 -6.61
H -3.39 -3.37 -6.32
H -3.86 -2.67 -7.89
H -3.41 -1.39 -5.16
H -2.14 0.33 -6.83
H -2.47 -0.99 -8.03
H 0.74 -1.79 -7.34
H 0.35 -0.14 -7.10
H -0.47 -1.12 -8.45
H -4.84 -0.09 -7.26
H -5.34 -0.45 -5.66
C 1.52 -2.34 0.11
C 0.93 -1.25 -0.84
C 0.68 -1.75 -2.27
C -0.13 -0.71 -3.01
C -1.46 -0.65 -2.34
C -1.39 -0.02 -0.94
N -0.45 -0.96 -0.26
O -0.28 -0.54 1.06
C -1.11 1.51 -0.98
C -2.76 -0.18 -0.29
C 1.90 -0.08 -0.81
H 1.82 -1.96 1.10
H 2.31 -2.77 -0.47
H 0.78 -3.19 0.16
H 1.62 -1.89 -2.78
H 0.16 -2.68 -2.32
H -0.24 -0.85 -4.06
H 0.43 0.22 -2.99
H -1.78 -1.65 -2.16
H -2.20 -0.07 -2.89
H -0.24 1.94 -1.42
H -2.06 1.88 -1.44
H -1.09 1.86 0.06
H -2.63 0.24 0.72
H -3.49 0.40 -0.87
H -2.90 -1.27 -0.16
H 2.12 0.20 0.22
H 1.57 0.76 -1.45
H 2.82 -0.53 -1.09
H 0.14 0.31 1.08
O 0.68 -1.35 3.80
H 0.68 -2.32 3.83
H 0.23 -1.17 2.93
O -1.60 -3.52 -4.02
H -1.23 -2.67 -4.10
H -1.53 -3.84 -4.94
O 1.16 2.11 1.60
H 1.56 2.02 2.44
H 1.66 2.71 1.01
O 0.24 6.03 3.14
H 0.90 6.01 2.48
H 0.10 5.19 3.49
*
```

The electronic energy is -100129.43628 eV.